Model one:
Below is a cluster of 2 separate species, C3H10N2O in total, with properties calculated with wB97M-V/def2-TZVPD.

## Properties
- Net charge: -1
- 2S+1: 2
- E_HOMO (spin up / spin down): 0.808 / -3.140 eV
- LUMO energy (spin up / spin down): 4.2 / 4.0 eV
- Orbital gap (spin up / spin down): 0.125 / 0.262 Ha

Structure (XYZ):
```
16
C3H10N2O, DFT wB97M-V/def2-TZVPD
C 0.636 -1.085 -1.440
C 1.806 -0.291 -1.344
N -0.721 -0.666 -1.656
H 0.828 -2.050 -1.911
H 2.704 -0.777 -1.653
H 1.846 0.518 -0.675
H -1.292 -0.625 0.591
H -1.149 -1.398 -2.229
H -0.748 0.292 -1.928
N 0.696 1.026 1.608
C -0.722 0.738 1.937
O -1.534 0.268 0.754
H 1.310 0.230 1.712
H 0.735 1.301 0.604
H -0.891 -0.015 2.716
H -1.222 1.690 2.156
```

Model two:
Below is a cluster of 2 separate species, C3H10N2O in total, with properties calculated with wB97M-V/def2-TZVPD.

## Properties
- Net charge: -1
- 2S+1: 2
- E_HOMO (spin up / spin down): -1.745 / -2.576 eV
- LUMO energy (spin up / spin down): 4.1 / 4.1 eV
- Orbital gap (spin up / spin down): 0.213 / 0.244 Ha

Structure (XYZ):
```
16
C3H10N2O, DFT wB97M-V/def2-TZVPD
C -0.279 0.589 0.618
O -0.612 -0.770 0.941
C 1.216 0.860 0.881
N 1.508 2.283 0.603
H -0.465 1.140 -0.313
H -0.818 1.151 1.416
H 1.429 0.566 1.917
H 1.800 0.258 0.180
H 0.816 2.917 0.982
H 2.405 2.506 1.027
C -1.535 -2.363 -1.553
N -0.963 -1.063 -1.644
H -1.474 -2.922 -0.613
H -2.113 -2.785 -2.383
H -0.093 -1.615 -1.869
H -0.824 -0.753 -0.190
```

Which is most stable, and by how much? model one, by 71.4 kJ/mol.

Model one:
Below is a structure of composition C5H11N5, with properties calculated with wB97M-V/def2-TZVPD.

## Properties
- Net charge: +2
- E_HOMO (spin up / spin down): -16.013 / -16.012 eV
- LUMO energy (spin up / spin down): -8.3 / -8.3 eV
- Orbital gap (spin up / spin down): 0.285 / 0.285 Ha

Structure (XYZ):
```
21
C5H11N5, DFT wB97M-V/def2-TZVPD
C 0.048 0.691 -0.815
C 1.065 1.227 -0.013
C -0.861 -0.380 -0.617
C -2.457 -1.743 -1.603
C 1.426 -0.332 1.912
N -1.552 -0.751 -1.667
N -3.798 -2.535 -3.399
N -3.172 -1.998 -2.575
N 1.412 1.036 1.324
N 2.481 1.880 1.743
H 0.067 1.073 -1.856
H 1.667 2.099 -0.368
H -0.889 -0.923 0.340
H -3.275 -2.076 -0.555
H 0.474 -0.683 1.547
H 2.338 -0.834 1.811
H 1.243 -0.224 2.944
H -4.580 -2.085 -3.898
H 2.971 1.428 2.515
H 2.248 2.814 2.211
H 3.144 2.314 1.019
```

Model two:
Below is the ion C5H11N5 with charge +2, with properties calculated with wB97M-V/def2-TZVPD.

## Properties
- Net charge: +2
- E_HOMO: -16.870 eV
- LUMO energy: -8.5 eV
- Orbital gap: 0.309 Ha
- SMILES: C=[NH+]Cc1c[nH]c(=[NH2+])n1N

Structure (XYZ):
```
21
C5H11N5, DFT wB97M-V/def2-TZVPD
C 1.089 1.716 0.035
C 0.169 0.841 -0.394
C 2.119 -0.194 -0.018
C -1.260 1.206 -0.432
C -1.844 -0.827 0.932
N 0.818 -0.344 -0.455
N 2.171 1.064 0.341
N 0.180 -1.533 -0.707
N 2.999 -1.157 -0.188
N -2.102 0.197 0.151
H 1.119 2.812 -0.006
H -1.284 2.008 0.260
H -1.842 1.494 -1.289
H -2.820 -1.552 1.133
H -0.789 -1.244 1.019
H 3.004 1.467 0.829
H 0.807 -2.038 -1.231
H 2.642 -2.076 0.133
H 3.836 -1.028 0.266
H -3.133 0.135 -0.089
H -0.504 -1.279 -1.514
```

Which is most stable, and by how much? model two, by 361.6 kJ/mol.

Model one:
Below is the molecule C5H8BrCl, with properties calculated with wB97M-V/def2-TZVPD.

## Properties
- Net charge: 0
- E_HOMO: -9.312 eV
- LUMO energy: 0.8 eV
- Orbital gap: 0.373 Ha
- SMILES: CC(C)(Cl)/C=C/Br

Structure (XYZ):
```
15
C5H8BrCl, DFT wB97M-V/def2-TZVPD
C 0.423 -0.839 -0.743
C 0.351 -2.021 -1.467
C -0.452 0.368 0.260
C -0.205 0.001 1.704
C -0.004 1.747 -0.099
Cl -2.174 0.151 -0.240
Br 1.809 -2.570 -2.514
H 1.345 -0.320 -0.899
H -0.660 -2.441 -1.507
H 0.761 -0.486 1.844
H -0.841 -0.922 1.769
H -0.633 0.805 2.374
H -0.669 2.503 0.221
H -0.048 2.031 -1.168
H 0.999 1.995 0.466
```

Model two:
Below is the molecule C5H8BrCl, with properties calculated with wB97M-V/def2-TZVPD.

## Properties
- Net charge: 0
- E_HOMO: -9.607 eV
- LUMO energy: 0.7 eV
- Orbital gap: 0.379 Ha
- SMILES: CC1(C)C[C@@]1(Cl)Br

Structure (XYZ):
```
15
C5H8BrCl, DFT wB97M-V/def2-TZVPD
C -0.053 1.129 -1.034
C -0.007 0.146 0.179
C 0.731 -0.163 -1.197
C -1.351 -0.560 0.377
C 0.745 -0.040 1.432
Cl 0.112 -1.255 -2.394
Br 2.664 -0.156 -1.269
H -0.914 1.246 -1.603
H 0.445 2.073 -0.857
H -1.391 -1.539 0.939
H -1.834 -0.778 -0.695
H -2.172 -0.043 0.926
H 1.465 -0.780 1.358
H 0.216 -0.180 2.303
H 1.342 0.899 1.535
```

Which is most stable, and by how much? model two, by 48.7 kJ/mol.

Model one:
Below is a cluster of 2 separate species, C3H9OS in total, with properties calculated with wB97M-V/def2-TZVPD.

## Properties
- Net charge: -1
- E_HOMO: -2.566 eV
- LUMO energy: 4.1 eV
- Orbital gap: 0.246 Ha

Structure (XYZ):
```
14
C3H9OS, DFT wB97M-V/def2-TZVPD
C -0.182 -0.928 1.909
C 0.999 -0.652 1.067
C 0.619 -0.624 -0.395
S -0.587 0.658 -0.907
H -1.034 -0.333 1.585
H -0.508 -1.974 1.869
H -0.013 -0.752 2.976
H 1.703 -1.475 1.193
H 1.477 0.284 1.361
H 1.454 -0.505 -1.091
H 0.159 -1.596 -0.640
H -0.956 2.512 -2.299
H -1.721 2.362 -3.630
O -1.407 3.022 -2.997
```

Model two:
Below is a cluster of 2 separate species, C3H9OS in total, with properties calculated with wB97M-V/def2-TZVPD.

## Properties
- Net charge: -1
- E_HOMO: -2.593 eV
- LUMO energy: 3.9 eV
- Orbital gap: 0.239 Ha

Structure (XYZ):
```
14
C3H9OS, DFT wB97M-V/def2-TZVPD
C 1.646 -0.083 1.658
C 0.534 0.389 0.667
C -0.478 -0.728 0.448
S -1.782 -0.339 -0.770
H 2.381 0.708 1.762
H 2.128 -1.033 1.411
H 1.164 -0.215 2.623
H 0.095 1.197 1.242
H 0.990 0.779 -0.241
H -0.906 -0.924 1.427
H 0.056 -1.551 -0.023
H -2.249 0.358 -2.732
H -1.315 0.786 -3.798
O -2.265 0.656 -3.675
```

Model three:
Below is a cluster of 2 separate species, C3H9OS in total, with properties calculated with wB97M-V/def2-TZVPD.

## Properties
- Net charge: -1
- E_HOMO: -2.564 eV
- LUMO energy: 3.9 eV
- Orbital gap: 0.238 Ha

Structure (XYZ):
```
14
C3H9OS, DFT wB97M-V/def2-TZVPD
C -1.250 -1.482 2.334
O -1.067 -1.046 0.959
H -0.335 -2.154 2.632
H -1.239 -0.754 3.130
H -2.140 -2.225 2.183
C 0.116 1.125 -1.880
C 1.423 0.876 -1.411
S 1.594 1.002 0.455
H -0.039 2.146 -1.598
H -0.729 0.606 -1.361
H -0.008 0.952 -3.005
H 1.804 -0.134 -1.699
H 2.134 1.542 -1.813
H -0.265 -0.456 1.074
```

Which is most stable, and by how much? model one, by 16.2 kJ/mol.

Model one:
Below is a cluster of 2 separate species, C3H9OS in total, with properties calculated with wB97M-V/def2-TZVPD.

## Properties
- Net charge: -1
- E_HOMO: -2.726 eV
- LUMO energy: 4.1 eV
- Orbital gap: 0.253 Ha

Structure (XYZ):
```
14
C3H9OS, DFT wB97M-V/def2-TZVPD
C -0.149 -1.489 -0.309
C 0.906 -0.474 0.231
C 0.478 0.172 1.486
S -0.686 1.632 1.109
H 0.443 -2.184 -1.020
H -0.329 -2.287 0.554
H -1.150 -0.965 -0.572
H 1.267 0.338 -0.435
H 1.787 -1.069 0.468
H 0.062 -0.616 2.191
H 1.448 0.558 1.978
H -1.585 1.575 -2.349
H -1.137 2.387 -1.167
O -1.356 2.423 -2.165
```

Model two:
Below is a cluster of 2 separate species, C3H9OS in total, with properties calculated with wB97M-V/def2-TZVPD.

## Properties
- Net charge: -1
- E_HOMO: -2.528 eV
- LUMO energy: 4.3 eV
- Orbital gap: 0.249 Ha

Structure (XYZ):
```
14
C3H9OS, DFT wB97M-V/def2-TZVPD
C -0.131 -1.632 2.082
C -0.679 -0.353 1.358
C -0.750 -0.495 -0.146
S 0.932 -0.525 -1.043
H 0.510 -2.158 1.377
H -0.932 -2.314 2.374
H 0.405 -1.288 2.963
H -1.696 -0.220 1.739
H -0.029 0.456 1.682
H -1.269 0.365 -0.565
H -1.153 -1.448 -0.474
H -0.201 2.607 -1.803
H -0.172 2.289 -0.401
O -0.193 3.068 -0.960
```

Model three:
Below is a cluster of 2 separate species, C3H9OS in total, with properties calculated with wB97M-V/def2-TZVPD.

## Properties
- Net charge: -1
- E_HOMO: -1.669 eV
- LUMO energy: 4.0 eV
- Orbital gap: 0.210 Ha

Structure (XYZ):
```
14
C3H9OS, DFT wB97M-V/def2-TZVPD
C 1.751 2.286 -0.574
O 0.526 2.300 0.075
H 2.593 2.100 0.123
H 1.919 3.284 -0.975
H 1.916 1.503 -1.313
C -1.486 -2.495 0.091
S -0.708 -0.835 0.589
C 0.364 -0.632 -0.751
H -1.875 -2.339 -0.912
H -0.724 -3.266 0.029
H -2.201 -2.702 0.899
H 1.164 -1.358 -0.869
H 0.137 1.411 0.252
H -0.087 -0.243 -1.654
```

Which is most stable, and by how much? model two, by 50.0 kJ/mol.